(1)
Computed, not measured: a 20-piece molecular cluster, C118H102F19N overall, with wB97M-V/def2-TZVPD.

Computed properties:
Charge = 0
HOMO level = -8.98 eV
HOMO-LUMO gap = 9.543 eV

Geometry (Å):
H  -0.07723  -1.81592  -4.33642
C  -0.47480  5.29261  4.01945
C  -3.55111  2.94205  2.76298
F  1.53109  -9.33189  2.15893
C  -4.06331  3.82882  -3.90656
C  4.60563  -5.25610  5.72006
C  7.36912  -4.47797  0.52464
H  1.95401  -1.58333  6.77556
H  0.03319  5.64251  -2.55743
C  -1.37209  6.27925  -4.14363
H  1.22781  3.45920  6.93644
C  -2.83676  1.76709  -3.47737
H  5.67985  3.90377  -2.17319
F  8.90436  3.11589  -5.97674
C  -2.52327  -5.05370  -4.51573
C  3.05945  5.31081  -0.40910
H  -2.21083  3.28768  -4.86130
N  6.94804  3.08250  3.72160
H  1.56251  4.59570  -4.17447
H  6.25976  1.35007  1.14944
C  -2.95016  2.96516  -4.12492
H  3.96066  -6.28713  -2.89971
H  -3.39404  1.53496  1.09887
H  4.13759  -8.75566  7.26814
C  0.43961  5.07068  -5.86639
C  0.67546  5.04836  -4.52360
H  -3.26505  3.82190  2.20479
F  -5.47215  -1.05250  -6.80691
C  1.42821  4.03863  4.96700
C  -2.58440  -4.07605  1.60080
C  2.63998  -7.33551  2.69098
C  5.60365  -6.18079  5.75662
C  5.18772  6.24363  0.34005
C  -6.93408  -0.59654  1.28851
C  5.18009  -3.59219  0.02243
C  -4.09687  1.88581  4.84561
F  -7.81262  2.54299  2.48978
H  -5.85483  5.41486  -0.30987
H  -2.55849  -5.59527  -5.45069
C  -0.34974  -0.19878  -5.69436
C  -6.70891  3.94862  0.99215
C  0.36389  -0.44492  5.91523
H  2.26194  -0.82412  2.59822
H  2.56374  -4.91367  6.13414
F  -1.02089  5.67331  -7.64089
H  5.99719  -2.91002  3.20434
H  6.27034  -4.67099  -1.37270
C  3.16789  -6.88412  6.71926
H  -0.18807  -0.40089  6.83709
H  6.36530  3.26504  -6.39498
F  -4.50452  -0.47064  4.88708
H  1.23963  -6.21189  0.29286
H  -1.32159  -0.55325  -6.07864
H  -4.54929  -1.46986  -4.26968
C  1.26802  1.57270  -5.70744
H  -2.07037  6.76301  -3.50703
H  -5.82081  -0.21400  -0.51932
C  -1.23800  7.26965  -0.04913
C  -7.86108  -0.98273  -3.48440
H  -3.91289  -2.56697  2.32378
C  0.68535  3.90371  6.12075
H  -0.86444  5.97503  3.24658
C  -5.08280  3.38313  -3.04580
H  -0.40300  1.53583  -6.99732
C  3.78386  6.14707  0.38581
H  6.32231  -8.06497  6.44839
H  0.58008  6.35030  0.74868
H  -2.20662  -1.63655  3.87870
H  -0.65317  1.33716  -1.50531
C  -6.49902  -1.26768  -3.36864
H  -1.13853  -5.58379  1.12271
C  -6.18281  -3.26291  0.94466
H  4.05558  3.44582  1.58196
C  -0.14408  0.19472  4.78675
C  6.03102  1.60741  -3.44299
C  -0.76779  -3.15588  3.46230
C  -2.53032  -5.72555  -3.34715
C  5.45002  -7.44260  6.32210
C  -3.81284  1.40915  -2.58777
H  3.82694  2.15246  3.34847
C  0.11573  -1.41328  0.23370
H  -3.74763  0.48229  -2.04891
C  -0.57390  4.43477  6.22751
H  8.21169  -5.09395  0.25039
C  -5.76946  -2.24962  0.06554
C  4.81865  -6.92820  1.79363
H  -4.25834  1.90270  5.92184
C  -3.97876  0.54081  2.84327
C  -2.56673  6.97281  -0.57799
H  3.21392  6.65718  1.15344
H  0.26533  0.57422  2.68675
C  1.50602  -0.26040  -4.13711
H  -7.10252  -3.60233  2.81914
H  -2.49589  -5.63718  -1.22038
C  1.41137  0.70622  -1.09902
H  -5.96096  -4.29252  0.71522
F  -2.41492  -3.04766  -5.74046
C  0.78835  4.74442  3.93842
H  6.94059  5.55332  -0.75467
H  3.74658  -9.95419  0.89298
C  -7.88690  3.52861  1.54057
C  2.63617  -8.52875  2.03759
C  4.79927  -8.18359  1.15954
H  -2.54696  -6.79467  -3.48944
C  7.95280  2.62297  -5.13155
C  -6.18529  -0.91970  0.18127
H  -0.45128  -2.24429  0.64934
H  -0.31116  4.03633  0.60323
C  0.36670  -0.87427  -4.67271
C  5.68538  2.28183  -4.61402
F  -5.80763  1.79847  -1.45220
H  6.52814  3.01848  0.73341
H  1.94292  -0.71561  -3.25583
C  -4.22023  0.67044  4.18456
C  -2.97421  5.61654  -0.67814
H  3.21789  -0.23472  -0.48847
F  3.40017  -1.87681  4.61739
H  -3.94094  5.41031  -1.10746
C  2.49317  -4.70629  -2.93834
C  -9.15549  5.11425  0.36019
F  1.51060  4.98396  2.80322
C  -1.68804  6.21591  -5.51228
C  -3.81157  3.04697  4.12126
C  -5.62549  -1.25418  -4.43327
H  4.65909  2.49118  -4.80833
C  -0.49651  -4.26861  2.68234
C  4.20397  -7.78305  6.80425
H  5.22670  1.30432  -2.73069
F  -2.63017  3.37531  -0.35187
C  3.36182  -5.64405  6.19629
C  2.13164  -0.26837  -0.43239
H  4.22158  0.58612  2.59710
C  1.60629  -5.78804  -0.59598
C  -2.21459  -3.69954  -2.17357
C  -7.51344  -0.63073  -5.83860
H  2.06471  -2.14631  0.57372
H  1.64894  2.53294  -5.96622
H  -4.17739  4.71739  -4.54984
C  -8.01221  5.64127  -0.20626
H  9.35650  1.88436  -3.65700
F  -1.95524  -0.42008  -0.42495
C  -7.25188  -1.54706  2.21156
H  5.69126  -8.60700  0.65848
H  7.69355  0.93933  -2.22935
H  8.05159  -4.11204  2.56334
C  -1.18916  5.12119  5.17958
H  1.77962  -7.10119  3.28522
H  2.38951  3.62710  4.66970
C  5.16897  4.54574  -1.42130
H  1.87792  1.50280  -1.69562
H  0.14536  -4.28159  -0.58718
C  5.84640  5.46649  -0.61521
C  -3.64370  1.67283  2.13412
C  5.16142  -3.08972  1.29376
C  7.38687  1.43003  -3.14459
C  0.53197  0.02805  3.60995
C  1.40709  -4.10117  -2.31757
C  -6.76592  5.05716  0.13504
C  -8.36428  -0.67260  -4.71574
H  -9.37594  -0.39073  -4.90549
H  -0.10756  -2.82479  4.26049
H  -2.00418  -1.88972  -3.41363
H  0.88964  -3.27141  -2.73480
C  6.66697  2.76478  -5.48089
C  3.77479  1.57047  2.43671
C  -2.92464  -2.98540  2.39225
H  -3.21348  7.76554  -0.94703
C  8.35650  1.91631  -3.99046
C  -2.47122  -5.06323  -2.15160
C  -2.14384  4.62755  -0.25185
H  -10.07305  5.54125  -0.02379
H  1.99449  5.22654  -0.41034
C  6.29059  -4.31281  -0.35262
C  5.96220  2.36655  1.41588
H  -7.81000  -0.41123  -6.81937
C  7.28104  -3.93735  1.82799
H  4.75043  -4.30152  5.21615
C  0.02454  0.64283  -1.06834
H  -2.15856  -3.09008  -1.27620
F  3.08404  3.67647  -2.05096
C  -4.91342  2.19026  -2.39787
C  2.20704  -1.20821  4.69268
H  3.06897  -7.26848  -0.88405
H  -7.18807  0.41900  1.41094
F  2.82143  1.57274  -3.92164
C  -0.91956  4.86071  0.25220
C  -0.23887  5.64240  -3.62257
H  2.70578  1.42721  2.27229
H  2.19096  -7.18724  7.06372
C  6.18552  -3.20564  2.19228
H  -0.83589  8.27730  0.03376
C  3.71164  -8.98463  1.30721
C  0.99550  -4.67851  -1.13836
H  -7.98507  6.46322  -0.86941
C  3.11306  -5.84513  -2.42252
C  -0.59467  -0.39080  -0.40558
H  -5.97985  3.94944  -2.87918
H  1.03070  4.67932  -6.67011
H  -7.98597  -1.33377  2.98312
H  -2.20246  5.48029  5.21015
C  3.79626  4.52393  -1.28764
C  -6.17271  -1.02221  -5.65521
H  -8.45068  -1.00124  -2.55767
H  5.78240  6.87859  0.95106
C  -0.44490  6.18296  0.34389
C  -9.14250  4.03259  1.21989
H  -1.98732  1.13884  -3.77048
C  -2.39325  -3.70012  -4.51698
H  -1.16552  4.23596  7.12494
F  4.03179  -2.35371  1.65711
C  4.39016  2.41597  1.33692
C  -2.17113  -2.97165  -3.35006
C  1.56183  -1.08385  5.92131
H  -3.26376  -4.39930  0.80329
H  -10.06182  3.62441  1.65528
C  1.72339  -0.65030  3.52811
C  -0.75598  5.63860  -6.30888
H  -6.08683  -1.47382  -2.40665
F  3.02610  -4.18291  -4.06745
C  1.87672  0.92908  -4.65509
C  -6.83526  -2.85595  2.08266
C  0.14423  0.97846  -6.24023
H  -1.07125  0.73981  4.79219
F  6.87000  -5.80548  5.27617
H  -2.57814  6.75227  -5.89783
F  -4.95570  -2.55961  -0.96046
H  4.02362  2.22695  0.33813
H  -5.75663  3.46249  1.19974
C  1.50052  -1.35275  0.16191
F  0.68675  -4.86077  2.85300
C  3.73420  -6.50827  2.50139
C  6.46198  2.69512  2.76382
C  -1.37901  -4.73159  1.73656
C  2.65020  -6.37627  -1.26864
H  3.83068  -5.54500  3.00867
H  4.28208  -3.60225  -0.60354
C  -1.98042  -2.52423  3.27209
H  -3.66939  4.01467  4.58016
H  5.71171  -6.32698  1.72729
H  -3.97444  -0.43756  2.40160

Cartesian forces (eV/Å) of the 3 atoms listed first:
0.629 0.356 0.176
0.061 0.976 -0.758
-0.254 -1.160 -0.394

***

(2)
Computed, not measured: C11H10BN9Tc as an isolated structure, with wB97M-V/def2-TZVPD.

Computed properties:
Charge = +2
Multiplicity = 4
HOMO level (spin up / spin down) = -16.34 / -16.60 eV
HOMO-LUMO gap (spin up / spin down) = 7.409 / 6.716 eV

Geometry (Å):
H  -2.27302  -3.96156  -1.36836
N  -0.21716  0.27328  6.69964
C  -1.14537  -2.40056  -0.29982
C  3.24420  0.04192  -1.24200
N  -0.45749  0.70549  4.28021
H  -1.19793  2.94499  0.43223
C  2.60790  -0.03902  -3.34670
H  -2.29031  4.00608  -1.82186
N  -0.61307  1.23371  -2.24133
B  -0.00004  -0.04851  -2.89368
C  -1.68627  -3.05923  -1.37843
H  -1.19359  -2.63465  0.75153
N  -0.48727  1.45065  -0.90372
H  3.78138  0.07734  -0.30600
N  -0.48186  -1.30760  -0.75176
H  4.76591  0.00557  -2.83771
N  1.88698  0.02972  -1.28178
N  -0.59921  -1.25536  -2.10505
C  -1.15675  2.58655  -0.58330
C  -1.34595  2.22149  -2.74798
C  -1.70378  3.10820  -1.73051
N  -0.23558  0.33601  1.90857
C  3.73481  0.00537  -2.52848
N  1.51442  -0.02232  -2.58539
C  -0.32776  0.47538  3.13225
H  -1.58433  2.24835  -3.80012
C  -0.32459  0.47509  5.57261
C  -1.32160  -2.30360  -2.49390
H  2.53219  -0.07697  -4.42264
H  -0.23462  -0.11098  -4.05490
H  -1.55245  -2.45999  -3.53640
Tc  0.50995  0.13198  0.18182

Cartesian forces (eV/Å) of the 3 atoms listed first:
0.020 0.002 0.009
0.006 0.033 0.051
-0.087 0.000 -0.057

***

(3)
Computed, not measured: C11H10Br2F6GaNO9S2 as an isolated structure, with wB97M-V/def2-TZVPD.

Computed properties:
Charge = 0
Relative energy (zero: lowest compared OMol25 entry of this formula, charge and spin) = 0.0 kJ/mol
HOMO level = -10.16 eV
HOMO-LUMO gap = 10.158 eV

Geometry (Å):
C  -0.14969  1.47891  1.64216
H  -3.16562  1.36524  2.48917
Br  -0.98745  -2.35799  -2.58275
F  1.37683  -3.81638  -0.35476
H  0.92543  1.42991  1.77843
F  4.92896  -0.74745  -2.02346
O  -0.56399  0.33816  0.80143
S  2.31329  -0.87699  -2.08662
F  1.65286  -3.85426  1.78904
H  -2.53140  -0.08839  0.23274
C  -1.97791  2.06356  0.17704
C  -2.00039  0.66666  0.80467
C  -0.66271  2.66582  0.81237
H  -1.88741  -3.53956  -0.59409
H  -0.91110  3.51580  1.44245
F  -0.03543  -2.80292  0.93201
H  -1.10987  2.17737  3.45305
Ga  0.23225  0.55490  -1.08728
C  -0.98831  1.25474  2.88880
C  -2.05804  1.94486  -1.35054
H  -2.68353  -4.09169  -2.10562
N  1.65803  -0.82085  -0.60959
O  1.94321  -0.84290  1.85292
O  1.07546  2.15913  -0.78814
F  3.96972  0.87299  -3.07924
H  -0.51242  0.51591  3.53049
O  2.60884  -2.14288  -2.64834
S  2.27833  -1.59202  0.69185
C  -2.31259  0.71768  2.29404
O  -2.77129  2.66140  -1.99404
H  -2.54559  -0.27594  2.67189
C  3.92088  0.09967  -2.01163
Br  -3.86108  -2.13151  -1.14687
F  3.95207  0.83564  -0.91932
C  0.44394  3.13625  -0.13968
O  0.76732  4.28943  -0.20629
O  3.60504  -2.01564  0.39971
O  -1.35341  0.94549  -1.89483
C  -2.33871  -3.24323  -1.53091
C  1.24749  -3.12119  0.76329
H  -2.83982  2.65888  0.46704
O  1.34777  0.01341  -2.76057

Cartesian forces (eV/Å) of the 3 atoms listed first:
0.017 -0.036 0.059
-0.003 0.002 -0.003
-0.075 0.006 0.045

***

(4)
Computed, not measured: C11H10BrCoNS as an isolated structure, with wB97M-V/def2-TZVPD.

Computed properties:
Charge = -1
Multiplicity = 5
HOMO level (spin up / spin down) = -3.42 / -4.62 eV
HOMO-LUMO gap (spin up / spin down) = 6.777 / 5.913 eV

Geometry (Å):
C  0.97683  -0.28964  3.13205
H  1.46373  -1.76173  0.11697
Br  -0.87047  2.29512  1.07394
C  1.64649  0.72010  2.38334
H  0.37669  -2.33085  2.62214
H  1.63710  -0.64552  -2.43216
C  -0.61344  -0.82802  -2.58228
H  -1.49556  2.44814  -2.59465
H  1.15870  2.04065  -2.32253
C  1.83863  0.24301  1.04158
C  0.65176  -0.17057  -2.49472
C  -1.64650  0.18393  -2.62110
C  0.41126  1.25075  -2.45192
C  0.85791  -1.43081  2.29466
H  -0.78916  -1.90966  -2.52950
H  0.61108  -0.14545  4.14407
Co  -0.02220  0.11893  1.50056
N  -1.39231  -0.82832  0.63412
C  1.39958  -1.11810  1.00300
C  -2.57236  -0.88143  0.93456
H  -2.71915  -0.00591  -2.53065
H  2.30810  0.78802  0.23728
H  1.89840  1.69013  2.78577
C  -1.00116  1.47351  -2.60736
S  -4.11396  -0.90629  1.26282

Cartesian forces (eV/Å) of the 3 atoms listed first:
1.800 0.083 1.086
-0.332 0.365 0.588
-0.314 1.026 -0.019

***

(5)
Computed, not measured: a 2-piece molecular cluster, C11H10BrNO2 overall, with wB97M-V/def2-TZVPD.

Computed properties:
Charge = 0
Relative energy (zero: lowest compared OMol25 entry of this formula, charge and spin) = 71.1 kJ/mol
SMILES = C/C=C(/Br)c1ccc2c(c1)OCO2.C#N
HOMO level = -8.02 eV
HOMO-LUMO gap = 8.721 eV

Geometry (Å):
C  -1.59257  2.21446  1.49762
C  2.14793  -1.24619  0.48390
H  2.84051  0.29711  1.80994
H  -0.44622  -1.04443  -1.70606
H  -4.32345  0.25949  -2.09252
H  -0.93658  1.44532  1.89228
C  0.22320  0.53311  -0.36573
H  1.15232  1.89944  0.98672
H  -1.28780  3.18166  1.89854
C  -3.90080  -0.02137  -1.16298
C  1.23431  -1.59841  -0.51498
C  1.15975  0.89240  0.59927
H  -2.61167  2.01833  1.82847
C  0.25900  -0.74057  -0.95056
H  2.51607  -4.25423  0.21352
O  2.97468  -2.30854  0.73075
Br  -1.08688  1.60280  -2.66868
C  -1.57041  2.24568  0.00878
N  -3.42040  -0.30614  -0.17143
C  2.66008  -3.27087  -0.25160
C  -0.80470  1.49156  -0.77073
C  2.12982  0.00376  1.05309
O  1.47913  -2.88404  -0.91799
H  -2.28425  2.92019  -0.44668
H  3.48893  -3.33052  -0.98294

Cartesian forces (eV/Å) of the 3 atoms listed first:
0.056 -0.051 0.006
-0.443 0.043 -0.475
0.086 -0.030 0.038

***

(6)
Computed, not measured: C11H10BrNSY as an isolated structure, with wB97M-V/def2-TZVPD.

Computed properties:
Charge = -1
Relative energy (zero: lowest compared OMol25 entry of this formula, charge and spin) = 199.9 kJ/mol
HOMO level = -4.75 eV
HOMO-LUMO gap = 7.531 eV

Geometry (Å):
C  -1.05858  1.25093  -1.86128
C  2.61125  0.69649  3.27197
N  3.29110  0.91893  4.23865
H  2.29960  1.72347  -1.27475
H  -1.81988  -1.56326  1.99920
C  -1.08141  2.10276  -0.67278
C  1.20369  1.73649  -1.31492
H  0.70287  0.24352  -2.95638
S  1.95821  0.28064  1.75095
H  -0.75298  -1.78733  -2.31311
C  0.33178  2.43704  -0.32456
C  -0.76395  -2.02403  -1.22714
C  -1.30654  -1.80638  1.07181
C  -1.82334  -1.65362  -0.29842
H  -1.93774  2.31920  -0.01718
Br  -0.99299  1.11603  2.68766
H  0.67282  2.96838  0.54983
H  -2.76729  -1.11336  -0.52384
H  1.45769  -2.53516  -0.84906
C  0.43831  -2.39559  -0.46994
H  0.78422  -2.39819  1.81445
Y  0.06866  0.08011  0.19707
H  -1.94219  0.66601  -2.20743
C  0.32177  1.01992  -2.25241
C  0.10493  -2.28303  0.98162

Cartesian forces (eV/Å) of the 3 atoms listed first:
0.706 0.162 1.246
2.457 0.415 2.278
-2.895 -0.749 -3.514

***

Question: Which of these has the highest charge?
Answer: C11H10BN9Tc

***

Question: Among the records above, which one has the highest charge?
Answer: C11H10BN9Tc